(1)
{
  "formula": "C3H13NO2",
  "method": "ωB97M-V/def2-TZVPD",
  "lumo_energy_ha": 0.02618,
  "gap_ev": 9.2,
  "charge": 0,
  "e_above_lowest_kj_mol": 126.9,
  "smiles": "CCNC.O.O",
  "homo_energy_ev": -8.51,
  "species": ["C", "C", "N", "C", "H", "H", "H", "H", "H", "H", "H", "H", "H", "O", "H", "H", "O", "H", "H"],
  "xyz": [[-2.77, -0.66, -1.20], [-2.86, 0.69, -1.87], [-2.18, 1.77, -1.27], [-2.66, 3.12, -1.51], [-3.52, -1.35, -1.58], [-1.77, -1.08, -1.21], [-3.07, -0.64, -0.14], [-2.64, 0.56, -2.96], [-3.94, 0.85, -2.08], [-2.05, 1.66, -0.27], [-1.98, 3.83, -1.03], [-3.62, 3.37, -1.03], [-2.68, 3.32, -2.58], [5.77, -3.22, 1.74], [4.87, -2.89, 1.76], [6.13, -2.56, 1.16], [3.29, -1.13, 3.19], [2.84, -0.33, 2.97], [3.90, -0.86, 3.86]],
  "nbo_charge": [-0.614, -0.217, -0.629, -0.405, 0.220, 0.208, 0.198, 0.174, 0.154, 0.355, 0.197, 0.164, 0.195, -0.931, 0.472, 0.458, -0.938, 0.468, 0.470]
}

=====

(2)
{
  "formula": "C9H17O6P",
  "method": "ωB97M-V/def2-TZVPD",
  "lumo_energy_ha": 0.01373,
  "gap_ev": 10.5,
  "charge": 0,
  "e_above_lowest_kj_mol": 89.0,
  "smiles": "C=CC(=O)OCCCCCCOP(=O)(O)O",
  "homo_energy_ev": -10.14,
  "species": ["C", "C", "C", "O", "O", "C", "C", "C", "C", "C", "C", "O", "P", "O", "O", "O", "H", "H", "H", "H", "H", "H", "H", "H", "H", "H", "H", "H", "H", "H", "H", "H", "H"],
  "xyz": [[4.09, 0.53, 1.51], [4.15, -0.08, 0.33], [2.98, -0.77, -0.30], [2.49, -1.75, 0.19], [2.56, -0.22, -1.46], [1.23, -0.56, -1.86], [0.18, -0.07, -0.87], [0.09, 1.45, -0.75], [-1.18, 1.97, -0.08], [-1.42, 1.43, 1.34], [-2.07, 0.04, 1.47], [-2.85, -0.28, 0.30], [-3.24, -1.79, -0.04], [-4.48, -2.27, 0.52], [-1.99, -2.70, 0.36], [-3.29, -1.76, -1.64], [4.95, 0.50, 2.17], [3.24, 1.12, 1.84], [5.06, -0.10, -0.26], [1.13, -1.64, -2.00], [1.07, -0.07, -2.82], [-0.78, -0.44, -1.24], [0.35, -0.52, 0.11], [0.11, 1.84, -1.77], [0.98, 1.86, -0.26], [-2.05, 1.83, -0.73], [-1.05, 3.05, 0.02], [-0.44, 1.37, 1.82], [-2.00, 2.15, 1.91], [-1.31, -0.70, 1.67], [-2.75, 0.06, 2.32], [-1.13, -2.29, 0.23], [-2.62, -1.19, -2.03]],
  "nbo_charge": [-0.339, -0.294, 0.760, -0.572, -0.505, -0.072, -0.435, -0.397, -0.395, -0.427, -0.066, -0.831, 2.541, -1.072, -0.984, -0.975, 0.207, 0.198, 0.231, 0.198, 0.196, 0.188, 0.212, 0.203, 0.204, 0.215, 0.215, 0.205, 0.217, 0.174, 0.200, 0.504, 0.497]
}

=====

(3)
{
  "formula": "C3H6N2O2",
  "method": "ωB97M-V/def2-TZVPD",
  "lumo_energy_ha": 0.03010,
  "gap_ev": 10.7,
  "charge": 0,
  "e_above_lowest_kj_mol": 124.5,
  "smiles": "[H]/N=C/OCC(N)=O",
  "homo_energy_ev": -9.87,
  "species": ["H", "N", "C", "O", "C", "C", "N", "O", "H", "H", "H", "H", "H"],
  "xyz": [[-1.77, -2.21, -0.36], [-1.24, -1.36, -0.54], [-1.57, -0.48, 0.32], [-1.10, 0.76, 0.33], [-0.04, 1.08, -0.58], [1.32, 0.82, 0.07], [1.48, -0.44, 0.57], [2.17, 1.69, 0.14], [-2.24, -0.64, 1.16], [-0.15, 0.48, -1.50], [-0.11, 2.14, -0.80], [2.39, -0.67, 0.94], [0.87, -1.18, 0.26]],
  "nbo_charge": [0.360, -0.762, 0.426, -0.482, -0.185, 0.647, -0.835, -0.596, 0.162, 0.225, 0.223, 0.403, 0.413]
}

=====

(4)
{
  "formula": "C4H5NO",
  "method": "ωB97M-V/def2-TZVPD",
  "lumo_energy_ha": -0.02763,
  "gap_ev": 8.7,
  "charge": 0,
  "e_above_lowest_kj_mol": 467.0,
  "homo_energy_ev": -9.43,
  "species": ["C", "C", "C", "C", "N", "O", "H", "H", "H", "H", "H"],
  "xyz": [[-1.53, 0.22, 0.23], [-0.22, 0.28, -0.52], [0.88, 0.95, -0.04], [1.88, 0.08, 0.30], [1.58, -1.26, 0.08], [0.44, -1.46, -0.37], [-1.35, 0.07, 1.30], [-2.06, 1.17, 0.10], [-2.15, -0.59, -0.15], [-0.32, 0.27, -1.62], [2.87, 0.28, 0.70]],
  "nbo_charge": [-0.635, -0.086, -0.021, -0.266, 0.131, -0.288, 0.228, 0.240, 0.231, 0.250, 0.216]
}